CH4InN2O | wB97M-V/def2-TZVPD

XYZ file:
```
9
Properties=species:S:1:pos:R:3:forces:R:3:mulliken_charge:R:1
In 3.157154 -2.749590 -0.587724 0.4672 -0.6734 -0.0713 1.33
C -0.105761 -0.103547 -0.089378 -0.9674 -0.0437 0.2440 0.73
O 0.492577 -1.045594 -0.613636 0.0108 1.2378 -0.3270 -0.29
N -1.265682 -0.199556 0.635455 0.9239 -0.1298 0.1341 -0.09
N 0.265514 1.194533 -0.324643 0.6287 -0.5517 0.9936 -0.03
H -1.672280 -1.134741 0.800791 -0.2174 0.1220 0.2079 0.35
H -1.734730 0.648814 0.980489 -0.5796 -0.1873 -0.2042 0.31
H 1.219317 1.389142 -0.671662 -0.1403 0.1575 -0.3048 0.34
H -0.356105 2.000540 -0.129691 -0.1258 0.0686 -0.6724 0.34
```
Forces are in eV/Å.

Summary:
Kohn-Sham gap = 3.2 eV
Net charge = +3
HOMO level = -24.34 eV
Energy above the lowest of the compared OMol25 structures with the same formula, charge and spin = 1.010 eV


C3H8BFO | wB97M-V/def2-TZVPD

XYZ file:
```
14
Properties=species:S:1:pos:R:3:forces:R:3:mulliken_charge:R:1
C -1.057617 0.107448 1.328131 0.0082 -0.0649 -0.0685 -1.23
C 0.319701 0.421006 0.785896 -0.0871 0.0331 0.1760 0.44
F 0.200460 1.608448 -0.006439 0.0047 -0.0085 -0.0102 -0.36
C 0.916094 -0.658035 -0.111660 -0.0358 -0.0392 0.0460 -0.70
B 0.642836 -0.201701 -1.606644 0.0613 -0.2599 -0.1614 0.38
O -0.623881 -0.298077 -2.150013 0.1215 0.1243 0.3365 -0.56
H -1.720250 -0.218698 0.521376 0.0605 0.0477 0.0694 0.28
H -1.487472 0.983218 1.817854 0.0475 -0.0516 -0.0343 0.35
H -0.989107 -0.702057 2.060258 0.0115 0.0667 -0.0706 0.35
H 0.994691 0.703512 1.597133 -0.0360 -0.0233 -0.0713 0.28
H 1.985526 -0.777048 0.075237 -0.0895 0.0117 0.0082 0.25
H 0.416872 -1.611608 0.097711 0.0836 0.0688 -0.0662 0.29
H 1.553874 0.141798 -2.310520 -0.0591 0.0678 0.0178 -0.10
H -1.151728 0.501795 -2.098322 -0.0911 0.0273 -0.1715 0.32
```
Forces are in eV/Å.

Summary:
Kohn-Sham gap = 10.9 eV
Net charge = 0
HOMO level = -10.02 eV


C31H22BrN8O4S2Tc | wB97M-V/def2-TZVPD

XYZ file:
```
69
Properties=species:S:1:pos:R:3:forces:R:3:lowdin_spin:R:1
Tc -0.245832 0.824297 0.402657 0.4916 -0.8089 -0.3021 2.32
O 3.422259 -0.717979 1.659555 0.0021 -0.0564 -0.0077 0.03
C 2.326449 -0.728382 1.147246 0.0513 0.0493 -0.1508 0.02
N 1.743816 0.359733 0.497212 -0.1490 0.0514 0.2601 0.10
C 2.560353 1.070065 -0.414360 0.0357 0.0059 0.0016 0.02
C 3.901456 0.822897 -0.701081 0.0097 -0.0439 -0.0053 0.01
C 4.536967 1.573956 -1.676495 -0.0351 0.0550 -0.0374 0.01
C 3.862792 2.571933 -2.369694 0.0453 -0.0442 0.0134 0.02
C 2.528676 2.826270 -2.097277 -0.0598 -0.0368 -0.0587 0.01
C 1.891819 2.066698 -1.129032 0.0138 0.0076 -0.0154 0.03
N 0.557449 2.262918 -0.682820 -0.3106 0.1229 0.0209 0.10
C 0.158294 3.567124 -0.389583 0.0678 -0.0348 0.0425 0.02
O 0.257251 4.519142 -1.117458 0.0433 0.0020 0.0394 0.03
C -0.310887 3.684006 1.033756 0.0283 -0.0696 -0.0601 0.01
C -0.542353 4.911664 1.612410 -0.0316 0.0256 0.0094 0.00
C -0.769487 4.964789 2.979519 0.0063 -0.0094 -0.0166 0.01
C -0.746051 3.785055 3.703122 -0.0107 -0.0165 -0.0023 0.00
C -0.536544 2.586267 3.042588 -0.0376 0.0597 -0.0455 0.01
N -0.328891 2.529165 1.723677 0.0285 0.2699 0.2676 0.00
C 1.520129 -1.994078 1.081477 0.0102 0.0249 0.0394 0.00
C 2.145732 -3.230426 1.083037 -0.0238 -0.0078 0.0166 0.00
C 1.349472 -4.354698 0.926206 -0.0017 0.0059 -0.0086 0.00
C -0.024030 -4.199003 0.813304 0.0202 0.0090 -0.0041 0.00
C -0.557040 -2.918931 0.858192 -0.0204 -0.0124 -0.0080 0.00
N 0.207850 -1.837937 0.970743 0.0648 -0.0591 -0.0867 0.06
H 4.449565 0.067715 -0.159855 0.0000 0.0345 -0.0071 0.00
H 5.578660 1.379246 -1.891599 0.0080 -0.0063 -0.0075 0.00
H 4.374189 3.149826 -3.126658 0.0073 0.0051 -0.0043 0.00
H 1.982830 3.591818 -2.628705 0.0087 0.0089 0.0184 0.00
H -0.510004 5.792739 0.987192 0.0067 -0.0014 -0.0055 0.00
H -0.940154 5.911625 3.472970 -0.0051 0.0046 0.0046 0.00
H -0.888302 3.779149 4.773997 -0.0015 -0.0007 0.0065 0.00
H -0.523264 1.655532 3.584763 0.0195 -0.0369 0.0176 0.00
H 3.219517 -3.290747 1.186961 0.0049 0.0146 0.0005 0.00
H 1.796414 -5.338862 0.888668 -0.0035 -0.0107 0.0005 0.00
H -0.675315 -5.051414 0.682116 -0.0104 -0.0051 0.0046 0.00
H -1.625844 -2.750679 0.774670 -0.0111 0.0052 -0.0058 0.00
N -0.004537 -0.823087 3.764360 0.0034 0.0234 0.0720 0.00
C -1.238158 -0.720755 3.221596 0.0271 0.0041 0.0175 0.01
N -1.504198 -0.069099 2.112969 -0.2170 0.0629 -0.1330 0.05
C -2.874552 -0.024585 1.877231 0.0089 0.0441 0.0417 0.00
C -3.630914 -0.675686 2.782736 0.0012 0.0000 0.0248 0.00
S -2.630657 -1.360379 4.008720 0.0084 0.0121 -0.0004 0.00
C -3.299612 0.714624 0.697832 -0.0239 0.0372 0.0114 0.00
C -4.543608 0.888763 0.221739 0.0042 -0.0064 0.0009 0.00
S -4.493715 1.718438 -1.287593 -0.0195 0.0082 -0.0089 0.00
C -2.775636 1.784791 -1.193212 0.0425 -0.0156 -0.0320 0.01
N -2.289033 1.278150 -0.074860 -0.0276 -0.0286 -0.0148 0.01
N -2.027259 2.309648 -2.172025 -0.0425 -0.0376 -0.1006 0.01
H 0.794939 -0.670483 3.169354 -0.0335 -0.0083 0.0055 0.00
H 0.139428 -1.463206 4.527884 0.0115 0.0055 -0.0184 0.00
H -4.699600 -0.795940 2.809621 -0.0220 0.0116 -0.0069 0.00
H -5.476406 0.557502 0.642622 -0.0155 -0.0144 0.0054 0.00
H -2.463310 2.574769 -3.038243 -0.0017 0.0064 0.0170 0.00
H -1.042749 2.079715 -2.199315 0.0097 0.0311 0.0397 0.00
Br 3.327673 -3.642682 -3.270519 -0.0101 0.0020 0.0036 0.00
C 1.443555 -3.447783 -3.273038 0.0341 -0.0182 -0.0018 0.00
C 0.657820 -4.373751 -3.940847 -0.0168 0.0176 0.0046 0.00
C -0.723601 -4.232092 -3.913369 0.0010 -0.0051 0.0081 0.00
C -1.308387 -3.187070 -3.215808 0.0044 0.0086 -0.0182 0.00
C -0.505952 -2.263659 -2.557005 -0.0019 -0.0035 0.0157 0.00
C 0.879413 -2.386400 -2.591017 -0.0168 0.0030 0.0306 0.00
C -1.144436 -1.191271 -1.723580 0.0515 -0.2622 0.0632 0.01
O -2.342805 -1.176355 -1.509012 -0.0082 0.1019 0.0716 0.01
O -0.264297 -0.358704 -1.225711 -0.0163 0.5304 -0.0050 0.06
H 1.118829 -5.193782 -4.473288 0.0047 -0.0053 -0.0028 0.00
H -1.341962 -4.950568 -4.434192 -0.0047 -0.0048 -0.0070 0.00
H -2.382716 -3.076066 -3.166487 -0.0101 -0.0018 0.0001 0.00
H 1.498503 -1.663487 -2.078966 0.0136 0.0003 -0.0075 0.00
```
Forces are in eV/Å.

Summary:
Kohn-Sham gap (alpha / beta) = 7.0 / 6.3 eV
Net charge = +1
HOMO level (alpha / beta) = -10.14 / -10.43 eV
Energy above the lowest of the compared OMol25 structures with the same formula, charge and spin = 0.080 eV
<S²> = 3.77
Multiplicity = 4


C5H13NO | wB97M-V/def2-TZVPD

XYZ file:
```
20
Properties=species:S:1:pos:R:3:forces:R:3:mulliken_charge:R:1
C -2.005675 1.283891 -0.315157 -0.0935 0.0042 -0.1606 -0.94
N -0.810247 0.762789 0.329461 0.2033 -0.3257 -0.2057 -0.35
C -0.034103 -0.157376 -0.504842 0.5172 -0.0843 0.6593 0.06
C -0.808173 -1.392824 -0.933880 -0.2562 0.1800 -0.5122 -1.35
C 1.206378 -0.568954 0.311001 -0.0237 -0.1930 0.6346 0.29
C 2.157799 0.579398 0.515668 0.1535 1.2661 -0.2611 -1.55
O 0.740839 -1.059703 1.582446 -0.1370 -0.0237 0.2320 -0.56
H -2.170968 2.319491 -0.017636 -0.1710 -0.0324 0.1045 0.31
H -1.871262 1.287438 -1.396698 0.1470 0.0952 -0.0822 0.35
H -2.918776 0.698156 -0.150348 0.0643 0.0628 0.1887 0.28
H -1.014029 0.247552 1.179372 -0.1689 0.2520 0.0104 0.29
H 0.375153 0.419672 -1.334928 -0.2936 -0.0890 -0.3965 0.37
H -1.056463 -1.989841 -0.059736 0.0610 -0.1286 0.0865 0.31
H -0.243161 -1.996589 -1.649049 0.0140 -0.0356 0.1335 0.38
H -1.749413 -1.115804 -1.420500 0.1158 -0.0340 0.0233 0.39
H 1.723265 -1.435508 -0.121617 -0.0949 0.3171 -0.4697 0.25
H 2.972744 0.346176 1.193516 0.2093 -0.2513 0.0154 0.42
H 2.582718 0.983572 -0.412940 0.0738 -0.5846 -0.0235 0.36
H 1.655648 1.471359 0.910245 -0.2788 -0.3987 0.2270 0.40
H 1.267723 -0.682891 2.295614 -0.0418 0.0036 -0.2037 0.31
```
Forces are in eV/Å.

Summary:
Kohn-Sham gap = 9.6 eV
Net charge = 0
HOMO level = -8.63 eV
Energy above the lowest of the compared OMol25 structures with the same formula, charge and spin = 0.954 eV


Question: Among the records above, which one has the highest net charge?
Answer: CH4InN2O


Question: The highest net charge belongs to which entry?
Answer: CH4InN2O


Question: Number 2 is which compound?
Answer: C3H8BFO


Question: Number 4 is which compound?
Answer: C5H13NO